# 1
BrClIO3P | ωB97M-V/def2-TZVPD

Last column: Mulliken charge in e.
Element x y z (Å)
O (0.9118, 0.8499, 0.2685)  -0.20
Cl (0.9034, -0.1717, 1.6994)  0.10
Br (-0.5782, -2.7893, -0.2474)  0.09
P (-0.4478, 0.5184, -0.5567)  0.80
I (-0.4369, 1.7408, -2.6073)  0.12
O (-1.7490, 0.7312, 0.0229)  -0.44
O (0.2970, -1.5145, -1.1030)  -0.47

Properties
Molar mass, g mol⁻¹: 321.23
Strongest force on any atom, hartree/bohr: 0.080
Energy, eV: -106093.7378
Total charge: 0


# 2
BrClO3S | ωB97M-V/def2-TZVPD

Last column: Mulliken charge in e.
Element x y z (Å)
Cl (-1.8375, -0.8954, -0.1623)  0.03
O (-0.1872, -1.2362, 0.1506)  -0.21
Br (2.3771, -0.5061, -0.0435)  0.01
O (0.3893, 0.8545, 1.3732)  -0.43
S (0.5257, 0.2939, 0.1000)  1.04
O (0.1861, 0.7818, -1.1720)  -0.45

Properties
Molar mass, g mol⁻¹: 195.42
Strongest force on any atom, hartree/bohr: 0.068
Energy, eV: -99539.4479
Total charge: 0